#1
The following is a quantum chemistry calculation of a 2-piece molecular cluster, C3H9N2O3 overall, from the Open Molecules 2025 dataset.

Cartesian coordinates (Å):
C (-0.438, -1.963, -0.544)
C (0.890, 1.047, 0.108)
C (-0.865, -0.154, 0.869)
N (1.621, -0.089, -0.041)
N (0.451, 1.549, -1.117)
O (2.000, -0.758, 0.943)
O (-1.703, 0.888, 1.074)
O (-1.133, -0.760, -0.196)
H (-1.338, -2.633, -0.678)
H (0.070, -2.302, 0.374)
H (0.187, -1.640, -1.273)
H (0.870, 1.680, 0.977)
H (-0.223, -0.508, 1.730)
H (-0.258, 0.855, -1.471)
H (1.208, 1.311, -1.799)
H (0.411, 2.522, -0.977)
H (-1.750, 0.955, 2.019)

## Properties
- HOMO (spin up / spin down) (eV) = -12.55 / -12.55
- 2S+1 = 1
- charge = +1

#2
The following is a quantum chemistry calculation of a 2-piece molecular cluster, C3H9N2O3 overall, from the Open Molecules 2025 dataset.

Cartesian coordinates (Å):
C (-1.649, 0.763, 0.123)
C (2.696, 0.558, 0.080)
C (1.596, -0.203, -0.058)
N (-1.623, -0.432, 0.651)
N (0.772, -0.372, -1.147)
O (-2.741, 1.175, -0.499)
O (1.138, -0.988, 1.038)
O (-2.323, -1.497, 0.248)
H (3.067, 1.171, -0.701)
H (-0.785, 1.419, 0.361)
H (2.939, 0.588, 1.203)
H (-0.724, -0.669, 1.170)
H (1.187, 0.039, -1.959)
H (0.509, -1.343, -1.353)
H (-2.878, 2.161, -0.504)
H (1.982, -1.164, 1.493)
H (-3.165, -1.206, -0.147)

## Properties
- HOMO (eV) = -12.39
- 2S+1 = 1
- charge = +1

The computed energies, referenced to the most stable structure and given in eV, are #1 2.898; #2 0.000.

#1
The following is a quantum chemistry calculation of a 4-piece molecular cluster, C3H16N2O3 overall, from the Open Molecules 2025 dataset.

Cartesian coordinates (Å):
N (1.103, 0.387, 1.768)
C (1.208, 1.327, 0.589)
C (0.188, 0.926, -0.415)
C (0.423, 1.503, -1.862)
N (1.072, 0.499, -2.686)
H (1.820, 0.562, 2.468)
H (1.279, -0.554, 1.413)
H (1.032, 2.296, 1.053)
H (2.215, 1.242, 0.163)
H (-0.837, 1.199, -0.152)
H (0.165, -0.158, -0.488)
H (-0.590, 1.731, -2.193)
H (0.978, 2.432, -1.727)
H (1.930, 0.803, -3.101)
H (0.509, 0.142, -3.442)
O (-1.911, 0.343, 1.949)
H (-0.939, 0.235, 1.962)
H (-2.082, 1.012, 2.605)
O (0.921, -2.280, 0.036)
H (-0.051, -2.375, -0.072)
H (1.141, -1.493, -0.471)
O (-2.443, -2.186, 0.299)
H (-2.426, -1.390, 0.867)
H (-2.677, -1.840, -0.584)

## Properties
- SMILES string = NCCCN.O.O.O
- HOMO (eV) = -9.52
- 2S+1 = 1

#2
The following is a quantum chemistry calculation of C3H16N2O3 as an isolated structure, from the Open Molecules 2025 dataset.

Cartesian coordinates (Å):
C (-0.041, 0.550, -1.804)
C (0.181, 0.987, -0.403)
N (1.597, 0.880, -0.050)
C (1.866, 0.797, 1.386)
N (-1.111, -2.160, -0.353)
H (0.353, -0.463, -1.935)
H (-1.116, 0.388, -1.914)
H (0.398, 1.214, -2.559)
H (-0.344, 0.409, 0.373)
H (-0.066, 2.035, -0.245)
H (1.915, -0.018, -0.532)
H (2.214, 1.710, 1.898)
H (0.948, 0.476, 1.934)
H (2.616, 0.025, 1.602)
H (-1.153, -3.144, -0.121)
H (-1.874, -0.077, 2.561)
H (-3.181, 1.601, -0.299)
O (-1.516, 0.244, 1.731)
H (-2.167, 0.618, 0.778)
H (-0.176, -1.827, -0.518)
O (-2.503, 0.914, -0.295)
H (-1.745, -1.767, 0.330)
H (2.847, -1.867, -1.004)
O (2.059, -1.526, -0.562)

## Properties
- HOMO (eV) = -8.91
- 2S+1 = 1

The computed energies, referenced to the most stable structure and given in eV, are #1 0.000; #2 8.010.

#1
The following is a quantum chemistry calculation of a 3-piece molecular cluster, C2H5NOS2 overall, from the Open Molecules 2025 dataset.

Cartesian coordinates (Å):
N (-3.069, 1.908, -1.173)
C (-2.705, 1.715, -0.075)
O (-2.530, 1.677, 1.053)
H (-2.877, 1.539, -2.094)
C (-0.694, -1.248, 0.640)
S (-1.524, -1.433, -0.728)
H (-0.054, -2.117, 0.931)
H (-0.670, -0.448, 1.379)
S (5.140, -0.192, -0.299)
H (4.904, -1.478, 0.039)
H (4.080, 0.076, 0.326)

## Properties
- SMILES string = N=C=O.C=S.S
- HOMO (eV) = -9.18
- 2S+1 = 1

#2
The following is a quantum chemistry calculation of C2H5NOS2 as an isolated structure, from the Open Molecules 2025 dataset.

Cartesian coordinates (Å):
C (0.834, 0.314, 0.214)
C (0.688, -1.103, 0.695)
N (0.452, 0.604, -0.990)
O (0.853, -1.827, -0.541)
S (-3.316, -1.088, 0.568)
S (0.157, -0.909, -1.714)
H (-4.187, -1.124, -0.387)
H (1.068, 1.224, 0.717)
H (1.519, -1.382, 1.394)
H (-0.278, -1.388, 1.201)
H (-4.101, -2.032, 1.073)

## Properties
- HOMO (eV) = -8.28
- 2S+1 = 1

The computed energies, referenced to the most stable structure and given in eV, are #1 0.000; #2 0.627.

#1
The following is a quantum chemistry calculation of one molecule with the formula ClHNO3P, from the Open Molecules 2025 dataset.

Cartesian coordinates (Å):
N (0.758, 1.014, -0.325)
O (0.022, -0.008, 0.261)
O (4.596, 1.241, -0.276)
O (1.888, 0.675, -0.524)
P (3.740, 0.451, 0.564)
Cl (4.204, -1.583, -0.149)
H (-0.917, 0.365, 0.147)

## Properties
- HOMO (spin up / spin down) (eV) = -10.18 / -10.18
- 2S+1 = 1

#2
The following is a quantum chemistry calculation of a 2-piece molecular cluster, ClHNO3P overall, from the Open Molecules 2025 dataset.

Cartesian coordinates (Å):
O (2.826, 0.001, 0.292)
N (1.657, 0.247, 0.347)
O (1.007, 1.025, 1.046)
H (0.918, -0.363, -0.211)
O (-0.941, -0.670, -0.966)
P (-1.759, 0.048, 0.005)
Cl (-3.708, -0.287, -0.512)

## Properties
- SMILES string = O=[NH+][O-].O=PCl
- HOMO (eV) = -11.12
- 2S+1 = 1

The computed energies, referenced to the most stable structure and given in eV, are #1 0.305; #2 0.000.

#1
The following is a quantum chemistry calculation of a 2-piece molecular cluster, C3H2NO3 overall, from the Open Molecules 2025 dataset.

Cartesian coordinates (Å):
C (0.045, -0.896, -1.939)
C (1.285, 0.372, 1.974)
C (-1.206, 0.315, -0.297)
N (-0.790, -0.566, -1.127)
O (0.885, -1.301, -2.570)
O (1.819, 0.260, 2.943)
O (0.745, 0.317, 0.955)
H (-1.093, 1.358, -0.520)
H (-1.690, 0.139, 0.581)

## Properties
- HOMO (eV) = -17.49
- 2S+1 = 1
- charge = +1

#2
The following is a quantum chemistry calculation of a 2-piece molecular cluster, C3H2NO3 overall, from the Open Molecules 2025 dataset.

Cartesian coordinates (Å):
C (1.519, -2.044, -0.032)
C (3.881, 0.788, -0.107)
C (-0.129, -0.286, -0.283)
N (0.534, -1.325, 0.042)
O (2.224, -2.863, 0.244)
O (4.786, 1.371, 0.275)
O (2.958, 0.138, -0.351)
H (0.067, 0.285, -1.214)
H (-0.674, 0.157, 0.433)

## Properties
- HOMO (eV) = -17.09
- 2S+1 = 1
- charge = +1

The computed energies, referenced to the most stable structure and given in eV, are #1 0.000; #2 0.109.